Molecular formula: C38H59AlBr3CaCl3F4N3O16PS
Method: DFT, ωB97M-V/def2-TZVPD

The electronic energy comes out at -14010.864721 a.u. The highest occupied orbital energy comes out at -9.316 eV. Its lowest unoccupied orbital energy is -8.080 eV. The molecular weight is 1366.06 Da. The net charge is +2.

CARTESIAN COORDINATES (ANGSTROEM)
C 1.100 -4.298 0.970
C 0.200 -3.199 0.879
N -0.757 -1.984 0.809
C -2.111 -2.566 1.182
O -2.105 -4.060 1.279
C -3.395 -4.334 1.995
C -0.672 -1.568 -0.661
C -0.658 0.041 -0.956
C 0.925 0.594 -0.994
N 1.215 1.535 -2.135
N -1.170 0.275 -2.320
C -0.983 -0.695 -3.399
C 0.531 -1.105 -3.862
C -1.488 0.919 0.228
C -3.061 0.651 -0.252
C -4.224 0.927 0.831
O -4.165 1.579 1.993
C -5.714 0.229 0.515
C -5.856 -1.286 -0.180
C -7.356 -1.976 -0.431
C -8.778 -1.240 -0.004
C -8.609 0.286 0.658
C -7.120 0.976 0.912
C -1.108 2.491 -0.065
C -2.177 3.622 0.410
O -3.329 3.827 -0.530
C -1.390 5.101 0.348
F -2.365 6.120 -0.196
F -1.059 5.612 1.727
F -0.242 5.116 -0.584
C -1.148 0.387 1.747
C -0.578 1.490 2.806
C 1.029 1.701 2.891
C 1.522 3.294 2.760
C 3.004 3.252 1.987
S 3.574 4.935 1.380
O 2.664 6.118 1.787
O 3.688 4.860 -0.192
O 5.211 5.111 1.929
C -0.190 -0.988 1.782
P 0.038 -1.567 3.583
O -0.668 -3.102 3.954
Cl 2.165 -1.925 3.819
H 1.513 -5.359 1.332
H -2.993 -2.294 0.474
H -2.447 -2.203 2.269
H -3.180 -4.277 3.168
H -4.219 -3.532 1.782
H -3.863 -5.379 1.677
H 0.296 -2.067 -1.151
H -1.583 -2.156 -1.161
H 1.636 -0.352 -1.162
H 1.270 1.067 0.015
H 1.197 2.532 -1.774
H 2.240 1.387 -2.373
H -1.595 1.182 -2.542
H -1.476 -0.218 -4.382
H -1.573 -1.729 -3.289
H 1.054 -0.164 -4.375
H 1.250 -1.445 -3.007
H 0.500 -1.938 -4.693
H -3.222 -0.460 -0.661
H -3.309 1.326 -1.206
H -4.918 -1.930 -0.498
H -7.433 -3.063 -0.898
H -9.847 -1.749 -0.152
H -9.618 0.828 0.976
H -7.110 2.033 1.417
H -0.925 2.735 -1.220
H -0.059 2.781 0.429
H -2.565 3.553 1.508
H -4.154 3.858 0.039
H -2.133 -0.027 2.286
H -0.920 1.128 3.893
H -1.057 2.571 2.716
H 1.692 1.111 2.142
H 1.396 1.377 3.980
H 1.702 3.787 3.811
H 0.829 3.923 2.058
H 2.805 2.602 1.007
H 3.790 2.660 2.622
H 5.708 4.397 1.407
H 0.918 -0.767 1.396
H -0.065 -3.879 3.767
C -6.512 -6.213 -2.406
Br -6.181 -4.579 -1.404
Br -4.860 -7.017 -3.046
Br -7.588 -7.478 -1.393
H -7.095 -5.933 -3.290
Cl -8.547 -5.728 -3.073
Al -9.747 0.885 2.967
C -2.546 -9.488 -4.688
O -2.518 -8.528 -3.776
H -1.592 -9.751 -5.175
H -2.891 -10.484 -4.362
H -3.189 -9.328 -5.570
C 6.778 1.338 -1.571
C 5.475 0.934 -2.171
O 4.728 0.483 -1.064
C 5.203 1.194 -0.003
O 4.630 1.286 1.070
O 6.396 1.797 -0.290
F 5.637 -0.101 -3.026
H 7.473 0.499 -1.464
H 7.270 2.131 -2.141
H 4.938 1.748 -2.670
C 7.079 -3.242 2.565
C 5.649 -2.810 2.563
O 5.613 -1.808 1.565
C 6.663 -2.046 0.725
O 6.835 -1.478 -0.341
O 7.493 -3.003 1.233
H 7.195 -4.298 2.823
H 7.697 -2.640 3.240
H 4.968 -3.619 2.276
H 5.335 -2.406 3.529
O -11.593 -3.984 -2.404
H -10.901 -4.393 -2.892
Cl -6.993 -6.712 -4.556
Ca 4.707 -1.610 -3.641
C 8.052 8.421 0.931
C 7.294 8.178 -0.347
O 7.669 8.662 -1.413
C 6.059 7.321 -0.269
H 8.919 9.056 0.724
H 7.409 8.931 1.653
H 8.403 7.470 1.340
H 5.328 7.783 0.399
H 6.322 6.322 0.087
H 5.615 7.233 -1.266



Molecular formula: C14H38CrN3O9S4
Method: DFT, ωB97M-V/def2-TZVPD

The electronic energy comes out at -4034.089584 a.u. The highest occupied orbital energy (spin up / spin down) comes out at -6.686 / -10.836 eV. Its lowest unoccupied orbital energy (spin up / spin down) is -1.926 / -5.286 eV. Its expectation value of S² is 20.020. The molecular weight is 572.73 Da. The net charge is +1. The spin multiplicity is 9.

CARTESIAN COORDINATES (ANGSTROEM)
Cr -0.354 0.314 0.212
N -2.720 1.769 0.102
O -3.785 2.367 0.272
O -1.927 1.590 1.028
O -2.302 1.403 -0.925
C 0.586 4.006 -2.276
C 1.157 2.714 -1.635
O 0.455 1.890 -1.070
N 2.413 2.544 -2.011
C 3.207 1.392 -1.622
H 1.106 4.281 -3.193
H 0.647 4.856 -1.595
H -0.429 3.861 -2.645
H 2.747 3.169 -2.730
H 3.223 1.287 -0.537
H 4.234 1.408 -1.987
H 2.718 0.540 -2.094
C -3.862 -2.190 -0.371
C -2.555 -2.279 0.405
O -1.772 -1.306 0.383
N -2.164 -3.518 0.746
C -3.004 -4.664 1.033
H -3.854 -2.870 -1.223
H -3.864 -1.224 -0.876
H -4.737 -2.182 0.280
H -1.218 -3.594 1.093
H -2.625 -5.111 1.952
H -2.848 -5.460 0.304
H -4.029 -4.375 1.265
C -2.031 -1.244 3.887
S -0.261 -1.289 3.449
O -0.065 -0.489 2.181
C 0.399 -0.102 4.702
H -2.597 -1.781 3.127
H -2.392 -0.216 3.932
H -2.307 -1.800 4.783
H 1.434 0.197 4.536
H 0.319 -0.312 5.769
H -0.140 0.838 4.591
C 0.279 3.911 2.715
S 1.486 2.610 2.408
O 0.960 1.616 1.372
C 2.843 3.526 1.627
H 0.846 4.636 3.299
H -0.628 3.802 3.311
H -0.041 4.429 1.811
H 2.508 4.162 0.807
H 3.507 2.803 1.151
H 3.251 4.160 2.413
C 0.759 -0.668 -4.156
S -0.727 -1.390 -3.235
O -0.561 -0.720 -1.806
C -1.956 -0.406 -4.165
H 1.716 -1.115 -3.889
H 0.894 0.401 -3.992
H 0.753 -0.824 -5.234
H -2.895 -0.528 -3.626
H -2.007 -0.552 -5.244
H -1.684 0.632 -3.970
C 3.765 -2.143 -0.316
S 2.010 -1.963 0.361
O 1.539 -0.609 -0.109
C 1.204 -3.245 -0.741
H 3.864 -2.076 -1.399
H 4.296 -3.037 0.009
H 4.293 -1.308 0.145
H 0.169 -3.387 -0.429
H 1.601 -4.250 -0.593
H 1.152 -2.888 -1.769



Among the records above, which one has the lowest net charge?
C14H38CrN3O9S4



Which formula does entry 2 have?
C14H38CrN3O9S4



Number 1 is which compound?
C38H59AlBr3CaCl3F4N3O16PS



Among the records above, which one has the highest electronic energy?
C14H38CrN3O9S4